DFT (ωB97M-V/def2-TZVPD) results for C56H80Cl2KO7PS2 as an isolated structure at a distorted geometry.

E_tot, a.u.: -5366.90550
Kohn-Sham gap, Ha: 0.21215
Energy above the lowest of the compared OMol25 structures with the same formula, charge and spin, kJ/mol: 0.0
HOMO, hartree: -0.080
Largest force on an atom, eV/A: 1.5
Net charge: -2

Last column: Mulliken charge in e.
Atoms and positions in Å:
1 K 0.653 -0.040 -0.745  1.7458
2 C 0.348 0.550 2.709  -0.8311
3 O 0.952 1.002 1.506  0.0840
4 C 2.232 1.518 1.555  0.6487
5 C 3.323 0.773 2.021  0.1942
6 C 3.299 -0.705 2.375  -1.1882
7 C 4.011 -1.522 1.320  1.0064
8 C 5.340 -1.864 1.429  -1.2388
9 C 6.033 -2.529 0.413  -0.2497
10 C 5.319 -2.817 -0.745  -0.6074
11 C 3.986 -2.489 -0.903  0.5948
12 C 3.286 -2.668 -2.231  -1.4509
13 C 3.431 -1.420 -3.086  0.6168
14 C 4.705 -1.048 -3.486  -0.4791
15 C 4.959 0.131 -4.176  0.3748
16 C 3.883 0.954 -4.461  -0.3886
17 C 2.578 0.637 -4.081  0.3560
18 C 1.499 1.686 -4.286  -1.6045
19 C 1.746 2.870 -3.377  0.4606
20 C 2.573 3.907 -3.750  -1.0281
21 C 2.955 4.924 -2.872  -0.7022
22 C 2.494 4.817 -1.562  -0.3869
23 C 1.671 3.791 -1.138  0.4735
24 C 1.340 3.614 0.327  -1.5398
25 C 2.418 2.815 1.043  0.2441
26 C 3.688 3.366 1.114  -0.2619
27 C 4.784 2.682 1.623  -0.0753
28 C 4.573 1.390 2.069  -0.1290
29 C 6.161 3.338 1.578  2.6474
30 C 6.133 4.676 2.330  -1.9562
31 C 7.246 2.460 2.204  -2.2726
32 C 6.531 3.583 0.108  -1.5572
33 C 1.188 2.824 -2.063  0.3117
34 O 0.350 1.929 -1.730  -1.1942
35 C 3.863 6.053 -3.352  2.4185
36 C 4.214 7.036 -2.233  -2.0582
37 C 3.171 6.839 -4.473  -1.9464
38 C 5.181 5.472 -3.889  -1.4237
39 C 2.365 -0.580 -3.426  0.0817
40 O 1.077 -0.951 -3.069  0.8025
41 C 0.385 -1.645 -4.083  -1.2065
42 C 6.402 0.484 -4.521  2.5976
43 C 7.206 0.605 -3.219  -1.4244
44 C 6.518 1.811 -5.273  -2.2573
45 C 7.007 -0.621 -5.396  -1.8878
46 C 3.269 -1.882 0.158  -0.1555
47 O 2.019 -1.623 0.074  -1.7355
48 C 7.508 -2.871 0.597  2.3359
49 C 8.313 -1.582 0.816  -1.4415
50 C 8.094 -3.588 -0.620  -2.0927
51 C 7.689 -3.787 1.817  -2.0266
52 H 0.855 0.980 3.578  0.3536
53 H -0.694 0.876 2.695  -0.0276
54 H 0.376 -0.540 2.767  0.0537
55 H 3.810 -0.836 3.336  0.7552
56 H 2.284 -1.075 2.476  -0.0501
57 H 5.862 -1.588 2.340  0.3889
58 H 5.814 -3.308 -1.574  0.5877
59 H 3.738 -3.510 -2.770  0.7321
60 H 2.231 -2.889 -2.069  0.0631
61 H 5.526 -1.687 -3.198  0.1733
62 H 4.039 1.906 -4.945  0.2344
63 H 1.526 2.014 -5.331  0.7225
64 H 0.517 1.268 -4.070  0.1193
65 H 2.945 3.920 -4.771  0.5060
66 H 2.787 5.559 -0.828  0.5172
67 H 1.274 4.598 0.803  0.6386
68 H 0.378 3.121 0.428  0.3888
69 H 3.823 4.357 0.707  0.0665
70 H 5.401 0.790 2.414  0.2963
71 H 5.872 4.523 3.377  0.3984
72 H 7.111 5.159 2.284  0.4701
73 H 5.400 5.356 1.900  0.2687
74 H 7.019 2.229 3.245  0.4283
75 H 7.359 1.522 1.662  0.2755
76 H 8.204 2.983 2.174  0.4682
77 H 5.814 4.243 -0.376  0.0647
78 H 7.522 4.035 0.033  0.5253
79 H 6.535 2.643 -0.442  0.2776
80 H 3.321 7.489 -1.807  0.4215
81 H 4.761 6.543 -1.431  0.1996
82 H 4.844 7.835 -2.628  0.4453
83 H 2.247 7.284 -4.109  0.3888
84 H 3.818 7.636 -4.847  0.4754
85 H 2.918 6.186 -5.306  0.3054
86 H 5.670 4.870 -3.123  0.0552
87 H 5.004 4.833 -4.752  0.3112
88 H 5.863 6.269 -4.195  0.5366
89 H 0.917 -2.567 -4.355  0.2726
90 H -0.597 -1.886 -3.677  0.1957
91 H 0.278 -1.022 -4.980  0.2586
92 H 6.792 1.392 -2.590  0.1498
93 H 7.180 -0.320 -2.647  0.1182
94 H 8.249 0.847 -3.436  0.5301
95 H 6.136 2.638 -4.678  0.2197
96 H 7.567 2.015 -5.497  0.5042
97 H 5.970 1.786 -6.215  0.3930
98 H 6.994 -1.581 -4.883  0.3065
99 H 6.442 -0.728 -6.323  0.3638
100 H 8.043 -0.384 -5.649  0.4586
101 H 8.203 -0.917 -0.039  0.0826
102 H 7.966 -1.048 1.698  0.3170
103 H 9.375 -1.805 0.950  0.5177
104 H 8.025 -2.970 -1.514  0.2993
105 H 9.149 -3.811 -0.447  0.4297
106 H 7.577 -4.527 -0.814  0.4196
107 H 7.335 -3.304 2.725  0.3095
108 H 7.121 -4.707 1.688  0.3890
109 H 8.742 -4.045 1.956  0.5093
110 Cl -1.193 -2.944 1.454  -0.1920
111 C -0.052 -3.780 0.405  1.4716
112 Cl 0.561 -5.253 1.166  -0.2487
113 H 0.787 -3.113 0.209  -1.3075
114 H -0.586 -4.072 -0.493  0.2397
115 C -1.687 4.070 2.856  -0.6550
116 C -2.988 4.413 3.560  0.4722
117 C -3.184 3.652 4.865  -1.1716
118 O -4.091 4.298 2.658  -0.5036
119 P -4.857 2.961 2.117  0.6706
120 S -5.662 3.473 0.392  -0.5520
121 S -3.804 1.299 2.260  -0.4987
122 O -6.029 2.809 3.254  -0.3677
123 C -7.064 3.788 3.310  0.5709
124 C -7.211 4.223 4.761  -1.4344
125 C -8.342 3.179 2.757  -1.3850
126 H -0.837 4.259 3.513  0.4777
127 H -1.578 4.678 1.960  0.2979
128 H -1.680 3.023 2.562  -0.3730
129 H -2.982 5.490 3.792  0.2326
130 H -3.140 2.579 4.697  0.2261
131 H -4.152 3.891 5.305  0.1406
132 H -2.401 3.939 5.567  0.5171
133 H -6.776 4.649 2.693  0.3873
134 H -7.439 3.362 5.388  0.2904
135 H -8.014 4.953 4.864  0.4299
136 H -6.284 4.671 5.115  0.2583
137 H -8.605 2.289 3.330  0.3087
138 H -8.186 2.898 1.717  0.2738
139 H -9.166 3.891 2.817  0.4036
140 C -4.253 -1.449 -1.224  -1.2578
141 C -2.876 -0.857 -1.431  0.9664
142 C -2.753 0.613 -1.305  -0.1093
143 O -1.922 -1.583 -1.653  -0.5264
144 H -4.969 -0.705 -0.888  0.3496
145 H -4.180 -2.251 -0.491  0.2705
146 H -4.590 -1.886 -2.166  0.3123
147 H -3.592 1.148 -1.744  0.4477
148 H -1.797 0.958 -1.685  -0.3780
149 H -2.811 0.845 -0.231  -0.1320